Molecular formula: C29H31N4O2RhS4Si2
Method: DFT, ωB97M-V/def2-TZVPD

XYZ file:
```
73
Properties=species:S:1:pos:R:3
Rh -0.325 0.165 -1.065
C 3.108 -1.123 -1.286
Si 1.900 0.068 -0.422
C 2.179 -0.354 1.420
C 2.709 1.779 -0.662
C 3.992 2.115 -0.221
C 4.512 3.387 -0.421
C 3.747 4.347 -1.076
C 2.474 4.022 -1.524
C 1.940 2.747 -1.323
Si 0.212 2.215 -1.925
C 0.347 2.274 -3.821
C -0.964 3.656 -1.583
H 4.128 -0.904 -0.948
H 3.076 -1.004 -2.371
H 2.890 -2.166 -1.047
H 3.246 -0.492 1.627
H 1.663 -1.283 1.684
H 1.810 0.439 2.074
H 4.598 1.373 0.293
H 5.507 3.634 -0.065
H 4.144 5.345 -1.232
H 1.882 4.781 -2.030
H 0.569 3.305 -4.119
H -0.603 1.980 -4.275
H 1.132 1.626 -4.213
H -0.696 4.491 -2.241
H -0.906 3.982 -0.547
H -1.989 3.362 -1.807
S -2.705 0.433 -1.915
C -3.712 1.057 -0.619
C -4.314 2.322 -0.697
C -5.107 2.816 0.328
C -5.332 2.064 1.475
C -4.759 0.800 1.565
C -3.973 0.303 0.536
H -4.140 2.918 -1.585
H -5.547 3.804 0.232
H -5.943 2.454 2.281
H -4.922 0.192 2.448
H -3.543 -0.689 0.604
C -1.002 2.938 3.808
N -1.030 1.729 3.011
C -1.483 0.566 3.557
C -1.527 -0.573 2.856
C -1.103 -0.531 1.467
O -1.094 -1.533 0.736
N -0.736 0.666 0.928
C -0.593 1.793 1.664
O -0.122 2.842 1.251
H -0.516 2.747 4.768
H -2.013 3.315 3.985
H -0.437 3.683 3.257
H -1.796 0.632 4.593
H -1.878 -1.503 3.276
S 1.843 -6.266 -3.538
C 1.241 -4.788 -3.013
S 1.122 -3.457 -4.114
C 0.496 -2.419 -2.844
N 0.383 -3.041 -1.718
N 0.806 -4.362 -1.810
C 0.740 -5.071 -0.569
C 0.937 -6.446 -0.478
C 0.860 -7.068 0.762
C 0.583 -6.343 1.909
C 0.371 -4.975 1.805
C 0.444 -4.333 0.581
S 0.146 -0.782 -3.175
H 1.153 -7.020 -1.362
H 1.019 -8.139 0.818
H 0.525 -6.838 2.871
H 0.137 -4.386 2.683
H 0.239 -3.275 0.507
```

Values from the calculation:
- gap between HOMO and LUMO (eV) = 5.836
- total energy (hartree) = -3775.733575
- energy relative to the best compared isomer or geometry (same formula, charge and spin) (kcal per mole) = 2.2
- charge = -2
- max |F| (hartree/bohr) = 0.0043
- LUMO (eV) = 4.236